C44H78O27S6 | ωB97M-V/def2-TZVPD

Calculated values
Frontier orbital gap = 10.11 eV
DFT total energy = -167185.108 eV
Multiplicity = 1
SMILES string = C[C@H]1COC(=O)O1.C[C@H]1COC(=O)O1.C[C@H]1COC(=O)O1.C[C@H]1COC(=O)O1.C[C@H]1COC(=O)O1.O=S1(=O)CCCC1.O=S1(=O)CCCC1.O=S1(=O)CCCC1.O=S1(=O)CCCC1.O=S1(=O)CCCC1.O=S1(=O)CCCC1

```
155
C44H78O27S6, DFT ωB97M-V/def2-TZVPD
C -25.344 15.588 5.791
C -24.532 16.841 5.740
C -25.165 18.034 5.072
O -24.668 19.162 5.935
C -24.259 18.649 7.095
O -23.901 19.264 8.062
O -24.254 17.215 7.069
H -26.253 15.748 6.281
H -24.808 14.786 6.340
H -25.721 15.233 4.819
H -23.523 16.731 5.289
H -26.231 18.032 5.225
H -24.962 18.329 4.066
C -19.200 11.209 2.798
C -20.093 10.041 3.122
C -21.058 10.336 4.250
O -22.334 10.239 3.607
C -22.190 9.995 2.251
O -23.116 9.949 1.438
O -20.916 9.748 2.017
H -18.557 11.533 3.619
H -19.790 12.093 2.470
H -18.444 10.927 2.017
H -19.492 9.173 3.247
H -20.960 11.376 4.557
H -21.072 9.720 5.165
C -20.957 18.811 9.956
C -21.142 17.331 10.109
C -22.588 16.899 10.676
O -22.957 15.788 9.863
C -22.184 15.770 8.724
O -22.337 14.918 7.922
O -21.279 16.755 8.738
H -20.979 19.158 10.968
H -21.764 19.231 9.369
H -19.963 18.938 9.514
H -20.256 16.779 10.601
H -23.244 17.782 10.533
H -22.628 16.598 11.734
C -12.555 12.878 3.020
C -14.049 12.831 2.912
C -14.628 11.750 3.782
O -15.889 12.275 4.061
C -15.837 13.627 4.031
O -16.716 14.330 4.385
O -14.609 14.001 3.433
H -12.193 13.747 2.453
H -12.018 11.999 2.751
H -12.354 13.012 4.061
H -14.446 12.663 1.891
H -14.067 11.674 4.736
H -14.746 10.786 3.240
C -20.860 15.473 4.526
C -20.885 13.996 4.912
C -20.066 13.673 6.142
O -20.845 12.697 6.782
C -22.101 12.755 6.304
O -23.044 12.169 6.749
O -22.198 13.614 5.207
H -19.868 15.912 4.646
H -21.545 15.938 5.243
H -21.320 15.611 3.532
H -20.642 13.390 4.049
H -20.140 14.545 6.769
H -19.042 13.404 5.858
O -23.234 14.704 2.440
S -23.128 13.340 1.927
O -21.810 12.768 2.108
C -24.494 12.453 2.520
C -25.686 12.633 1.514
C -25.113 13.385 0.256
C -23.653 13.102 0.244
H -24.781 12.804 3.493
H -24.212 11.386 2.609
H -26.121 11.665 1.162
H -26.416 13.235 2.008
H -25.317 14.455 0.378
H -25.604 13.005 -0.640
H -23.105 13.807 -0.430
H -23.342 12.053 -0.003
O -28.548 10.501 5.485
S -27.231 10.839 5.042
O -27.077 12.236 4.739
C -25.948 10.317 6.173
C -25.544 8.918 5.707
C -25.517 8.998 4.212
C -26.754 9.715 3.717
H -26.429 10.289 7.101
H -25.040 10.973 6.258
H -24.582 8.646 6.138
H -26.298 8.133 5.944
H -25.443 8.003 3.724
H -24.655 9.539 3.925
H -27.633 9.037 3.576
H -26.720 10.320 2.827
O -17.437 16.132 10.972
S -17.012 14.823 10.463
O -17.406 13.561 11.109
C -17.461 14.576 8.772
C -16.205 13.906 8.076
C -15.043 13.893 9.047
C -15.268 14.877 10.172
H -17.710 15.588 8.383
H -18.383 14.025 8.598
H -16.469 12.890 7.824
H -16.034 14.503 7.153
H -14.004 14.024 8.663
H -14.984 12.905 9.551
H -15.042 15.971 9.925
H -14.675 14.648 11.016
O -22.187 11.722 13.220
S -22.479 11.384 11.858
O -21.907 10.222 11.277
C -24.346 11.290 11.708
C -24.654 12.659 11.100
C -23.541 12.790 9.989
C -22.209 12.719 10.713
H -24.689 11.100 12.719
H -24.595 10.425 11.012
H -25.683 12.703 10.810
H -24.528 13.375 11.935
H -23.768 13.736 9.384
H -23.638 12.005 9.247
H -21.975 13.626 11.294
H -21.343 12.586 10.042
O -15.798 17.074 6.948
S -16.016 18.040 5.902
O -14.862 18.464 5.130
C -17.446 17.501 4.813
C -18.685 18.238 5.329
C -18.256 19.679 5.613
C -16.889 19.601 6.462
H -17.411 16.427 4.755
H -17.133 17.779 3.824
H -19.422 18.204 4.544
H -19.158 17.746 6.187
H -19.044 20.165 6.208
H -18.104 20.191 4.686
H -17.093 19.500 7.526
H -16.182 20.413 6.285
O -18.958 9.896 6.125
S -18.687 10.017 7.578
O -17.904 11.119 8.083
C -20.225 9.862 8.551
C -19.866 8.773 9.627
C -18.921 7.775 9.017
C -17.887 8.497 8.198
H -20.956 9.561 7.849
H -20.627 10.826 8.920
H -19.459 9.238 10.531
H -20.781 8.223 9.890
H -19.530 7.036 8.518
H -18.403 7.138 9.763
H -17.391 7.903 7.400
H -17.142 8.788 8.943
```